1.
Formula: C28H53ClF6N7O6
Source: the Open Molecules 2025 dataset
Level of theory: the ωB97M-V functional and the def2-TZVPD basis

```
! wB97M-V def2-TZVPD RIJCOSX def2/J DEFGRID3
* xyz 1 1
C -1.37 3.09 3.71
C -2.37 3.00 2.56
C -2.55 1.59 2.06
Cl -3.68 1.57 0.64
N -1.32 0.95 1.67
C -0.29 1.54 0.81
C 0.73 0.41 0.77
F 1.67 0.55 1.78
N -0.04 -0.81 1.02
C 0.03 -1.78 -0.12
C 1.42 -2.38 -0.28
C 2.11 -2.70 1.03
O 3.49 -3.00 0.80
C 3.82 -4.32 0.78
C 5.29 -4.52 0.96
O 2.99 -5.20 0.64
C -1.25 -0.40 1.52
N -2.21 -1.21 1.93
C -2.19 -2.67 1.96
C -3.05 -3.27 0.85
C -2.90 -4.79 0.78
C -2.70 -5.32 -0.62
F -1.67 -4.67 -1.24
F -2.36 -6.65 -0.56
C -3.94 -5.24 -1.55
F -4.39 -3.96 -1.60
F -4.92 -6.02 -1.05
F -3.63 -5.64 -2.79
H -1.79 2.71 4.64
H -1.09 4.13 3.87
H -0.44 2.54 3.51
H -3.34 3.34 2.93
H -2.09 3.66 1.74
H -3.00 0.94 2.80
H 0.13 2.46 1.21
H -0.71 1.66 -0.19
H 1.26 0.38 -0.18
H -0.25 -1.25 -1.04
H -0.70 -2.57 0.00
H 2.06 -1.69 -0.84
H 1.34 -3.30 -0.86
H 2.10 -1.86 1.72
H 1.63 -3.55 1.52
H 5.84 -3.64 0.63
H 5.60 -5.37 0.35
H 5.51 -4.71 2.01
H -3.05 -0.78 2.31
H -1.16 -3.00 1.90
H -2.60 -2.96 2.93
H -4.08 -2.96 0.98
H -2.71 -2.82 -0.09
H -3.80 -5.28 1.17
H -2.03 -5.13 1.35
C 4.13 -1.17 -3.27
O 3.50 -1.05 -2.22
N 4.62 -2.33 -3.70
C 5.38 -2.42 -4.94
C 4.40 -3.52 -2.90
H 4.35 -0.31 -3.93
H 4.89 -3.10 -5.64
H 6.39 -2.79 -4.74
H 5.45 -1.44 -5.39
H 3.34 -3.72 -2.79
H 4.83 -3.40 -1.91
H 4.87 -4.37 -3.40
C 5.51 2.85 -3.82
O 5.79 1.68 -3.96
N 4.68 3.34 -2.89
C 4.39 4.76 -2.79
C 4.09 2.39 -1.95
H 5.92 3.64 -4.48
H 4.70 5.14 -1.81
H 3.34 4.97 -2.95
H 4.95 5.29 -3.56
H 4.86 1.87 -1.40
H 3.50 1.64 -2.48
H 3.45 2.94 -1.26
C 0.61 6.56 -4.20
O 1.68 6.00 -4.05
N -0.54 6.13 -3.66
C -1.80 6.82 -3.86
C -0.50 4.94 -2.84
H 0.50 7.47 -4.81
H -2.22 7.15 -2.91
H -2.53 6.16 -4.35
H -1.64 7.68 -4.50
H 0.17 5.08 -1.99
H -0.13 4.09 -3.42
H -1.50 4.72 -2.48
C -5.13 0.91 4.63
O -4.34 0.13 4.11
N -5.82 0.65 5.74
C -6.75 1.60 6.32
C -5.63 -0.64 6.39
H -5.34 1.91 4.21
H -6.44 1.87 7.33
H -7.75 1.18 6.35
H -6.77 2.51 5.71
H -4.59 -0.77 6.68
H -5.90 -1.45 5.71
H -6.27 -0.69 7.27
*
```

For the highest occupied orbital energy, the calculation gives -10.569 eV. The energy is -81435.855 eV.

2.
Formula: C28H53N4O2
Source: the Open Molecules 2025 dataset
Level of theory: the ωB97M-V functional and the def2-TZVPD basis

```
! wB97M-V def2-TZVPD RIJCOSX def2/J DEFGRID3
* xyz 1 1
C 2.84 1.65 3.29
C 4.10 0.57 3.47
C 4.39 -0.27 2.08
C 5.55 0.42 1.12
C 4.87 0.62 -0.38
C 4.72 -0.85 -1.13
C 3.14 -1.26 -1.42
C 2.52 -0.38 -2.66
C 0.89 -0.28 -2.70
C 0.12 -1.72 -2.34
C -1.48 -1.43 -2.54
C -2.48 -2.30 -1.58
N -2.63 -1.78 -0.17
C -3.73 -0.89 0.34
C -5.04 -0.21 -0.38
C -4.78 0.43 -1.86
C -4.95 2.06 -1.95
C -4.66 2.45 -3.55
C -3.92 2.91 -0.98
C -2.31 2.56 -1.27
C -1.34 3.11 -0.02
C -1.12 4.56 0.21
C -0.41 5.00 1.64
C -1.58 5.71 -0.89
N -3.42 -0.67 1.83
N -2.27 -1.39 2.20
N -1.91 -1.99 1.00
C -0.68 -2.88 1.14
C -1.14 -4.11 2.17
O -0.44 -5.36 1.82
C 0.91 -5.44 2.41
O 1.59 -6.59 2.20
C 1.69 -4.26 3.24
C 2.75 -3.44 2.25
H 2.21 1.45 2.31
H 2.08 1.54 4.20
H 3.21 2.76 3.30
H 5.10 1.09 3.82
H 3.74 -0.21 4.26
H 3.34 -0.37 1.54
H 4.71 -1.38 2.35
H 5.85 1.48 1.54
H 6.46 -0.31 0.97
H 3.78 1.04 -0.20
H 5.49 1.35 -1.07
H 5.25 -0.72 -2.18
H 5.18 -1.74 -0.50
H 2.48 -1.17 -0.43
H 3.11 -2.40 -1.74
H 2.92 0.73 -2.52
H 2.98 -0.74 -3.69
H 0.56 0.45 -1.81
H 0.46 0.23 -3.68
H 0.58 -2.50 -3.11
H 0.45 -1.98 -1.25
H -1.75 -1.74 -3.66
H -1.63 -0.27 -2.49
H -2.15 -3.44 -1.61
H -3.57 -2.26 -2.06
H -5.93 -1.00 -0.34
H -5.38 0.69 0.32
H -5.62 -0.02 -2.58
H -3.76 0.16 -2.36
H -6.03 2.44 -1.71
H -5.52 1.89 -4.15
H -4.63 3.61 -3.75
H -3.65 1.90 -3.86
H -4.06 4.05 -1.23
H -4.09 2.71 0.17
H -1.94 2.97 -2.30
H -2.25 1.38 -1.20
H -0.86 2.31 0.72
H -1.12 5.84 2.10
H -0.38 4.05 2.36
H 0.65 5.48 1.46
H -1.19 5.49 -1.99
H -1.05 6.72 -0.54
H -2.73 5.90 -0.83
H -0.42 -3.44 0.11
H 0.21 -2.24 1.55
H -2.29 -4.29 1.92
H -1.08 -3.80 3.30
H 1.01 -3.55 3.87
H 2.39 -4.82 4.02
H 3.85 -3.57 2.68
H 2.48 -2.30 2.18
H 2.77 -3.98 1.18
*
```

The SMILES is CCCCCCCCCCCCn1c(CC[C@H](C)CCC=C(C)C)nn[n+]1CCOC(=O)CC. For the highest occupied orbital energy, the calculation gives -10.821 eV. The energy is -39927.106 eV.

Number 1: Kohn-Sham gap 8.512 eV. Number 2: Kohn-Sham gap 6.436 eV.